1.
Below is a structure of composition C28H22Cl4InN8O3Te, with properties calculated with ωB97M-V with the def2-TZVPD basis set.

XYZ file:
```
67
Properties=species:S:1:pos:R:3:forces:R:3
In -0.545260 0.531617 0.793806 -0.72 -0.60 -0.74
C 6.261631 0.363940 0.888667 0.09 -0.53 -0.11
N 5.229982 0.036901 -0.094862 -0.04 0.46 0.26
C 3.938272 -0.252420 0.102348 -0.12 -0.09 -0.15
N 3.351430 -0.544102 -1.042194 0.07 0.10 -0.09
C 4.371544 -0.409037 -1.937678 -0.22 0.05 0.22
N 5.515666 -0.047944 -1.403340 0.19 -0.15 -0.13
C 7.036166 -0.886782 1.273497 -0.18 0.07 0.16
C 8.414877 -0.945887 1.159235 -0.01 0.14 0.00
C 9.100706 -2.109401 1.487603 0.12 -0.01 -0.02
C 8.415946 -3.232044 1.903234 -0.21 -0.10 0.07
C 7.025074 -3.176700 2.025652 0.12 0.02 -0.05
C 6.347802 -2.006557 1.734231 0.13 0.22 -0.21
C 6.280002 -4.368393 2.404557 -0.53 -0.18 0.16
N 6.713865 -5.472607 2.898966 0.57 0.24 -0.15
N 5.645572 -6.318174 3.008620 -0.56 -0.26 0.18
C 4.606867 -5.667759 2.604617 0.22 0.07 -0.23
O 4.922045 -4.406731 2.207519 0.26 -0.06 -0.04
C 3.244019 -6.175615 2.449262 -0.43 0.48 -0.25
C 2.931397 -7.402628 3.019172 0.27 0.08 -0.02
C 1.671909 -7.934158 2.840024 -0.06 -0.32 0.14
C 0.722539 -7.251837 2.111330 -0.32 0.15 -0.09
C 0.998567 -6.008037 1.552880 0.55 0.33 0.04
C -0.130979 -5.351341 0.776726 0.15 -0.26 -0.05
N 0.110768 -4.000761 0.315684 0.22 0.29 0.47
C -0.020110 -2.898613 1.051477 -0.27 -0.26 0.36
N 0.383813 -1.851159 0.374914 0.32 0.78 -0.47
C 0.772169 -2.380836 -0.826315 -0.18 -0.36 0.04
N 0.623606 -3.687569 -0.890439 0.13 0.32 -0.03
C 2.274833 -5.458205 1.714566 -0.09 -0.56 0.27
H 5.765361 0.811153 1.750866 -0.01 -0.04 -0.01
H 6.926318 1.103273 0.448380 -0.06 0.01 -0.05
H 3.457766 -0.252323 1.067431 0.10 0.02 0.08
H 4.253673 -0.575056 -2.995197 0.05 0.02 -0.02
H 8.961354 -0.079746 0.806165 0.01 -0.01 -0.02
H 10.177660 -2.143710 1.392867 0.00 0.01 -0.02
H 8.924100 -4.161651 2.119437 0.04 0.03 0.02
H 5.273708 -1.990418 1.829805 -0.17 0.04 0.00
H 3.691157 -7.930421 3.579505 -0.01 0.00 0.00
H 1.425954 -8.895203 3.272729 0.01 0.02 -0.01
H -0.263257 -7.685146 1.978619 0.02 0.00 0.00
H -1.017488 -5.294243 1.408160 -0.06 -0.15 -0.05
H -0.352548 -5.968502 -0.092537 -0.14 0.15 -0.07
H -0.435833 -2.888946 2.047122 0.04 -0.09 -0.01
H 1.155510 -1.793532 -1.640938 0.08 -0.01 0.04
H 2.543731 -4.507694 1.270822 -0.05 0.01 -0.03
Cl -7.077835 -2.041666 -0.243955 -0.03 -0.02 0.05
C -5.733911 -0.997511 -0.167089 0.00 0.14 0.03
C -5.956626 0.430352 -0.160864 0.07 -0.12 0.00
Cl -7.557904 1.012882 -0.143680 -0.01 0.00 -0.02
C -4.902848 1.302900 -0.167719 0.10 0.05 -0.30
Cl -5.153556 3.000197 -0.217061 0.01 0.04 0.07
C -3.556281 0.826855 -0.214749 -0.39 -0.52 0.23
O -2.536805 1.559340 -0.198285 0.62 0.27 0.25
C -3.332507 -0.632717 -0.154842 -0.56 0.45 0.13
O -2.149709 -1.030853 -0.069467 0.74 0.15 0.36
C -4.466441 -1.502123 -0.121131 0.12 -0.11 -0.28
Cl -4.160081 -3.190516 -0.130668 0.03 0.01 0.08
C 1.131863 5.057988 0.829281 0.06 -0.27 0.01
Te -0.091529 3.678046 -0.260035 -0.11 0.08 0.04
C -1.932484 4.410637 0.508264 -0.01 -0.04 0.00
H 0.568148 5.982385 0.921342 -0.05 -0.03 -0.04
H 2.034466 5.234130 0.250901 0.00 -0.05 -0.01
H 1.385607 4.672142 1.811977 -0.04 -0.01 0.00
H -1.824438 5.470478 0.723869 0.12 0.00 -0.02
H -2.218967 3.862843 1.400629 0.02 -0.01 -0.01
H -2.675150 4.252016 -0.265812 0.01 -0.05 0.02
```
Forces are in eV/Å.

**Gap between HOMO and LUMO (alpha / beta)**: 4.41 / 5.83 eV
**ΔE to the lowest compared entry with this formula, charge and spin**: 187.7 kJ/mol
**Net charge**: +1
**Multiplicity**: 1

=====

2.
Below is a structure of composition C27H35MgO5P, with properties calculated with ωB97M-V with the def2-TZVPD basis set.

XYZ file:
```
69
Properties=species:S:1:pos:R:3:forces:R:3
C 4.668311 -0.948238 2.908013 -0.39 -0.15 -0.36
C 4.583035 -0.629544 1.403085 0.49 -0.35 0.18
C 5.126772 0.748665 1.046060 -0.81 -0.06 0.20
C 4.264759 1.913166 1.575191 0.40 0.35 0.04
C 3.640982 2.759675 0.467255 0.28 -0.37 -0.08
C 2.848166 1.941422 -0.584615 0.06 0.21 -0.19
C 1.434374 2.393131 -0.778847 -0.37 -0.12 0.26
C 1.148855 3.470474 -1.611411 -0.21 0.16 -0.10
C -0.150781 3.896191 -1.853174 -0.02 -0.02 0.01
C -1.240817 3.261621 -1.267010 -0.23 -0.41 0.60
P -2.879274 3.913548 -1.676806 0.29 0.49 -0.35
C -3.660011 4.669806 -0.213173 -0.02 -0.15 -0.04
O -3.804075 2.583195 -2.094149 -0.37 -0.34 0.13
C -0.983190 2.168426 -0.423603 0.67 0.36 -0.28
C 0.335027 1.748994 -0.182386 -0.21 0.12 -0.14
C 0.493517 0.555647 0.718169 -0.64 0.28 -0.71
O 1.322867 0.455500 1.565481 0.91 -0.17 0.63
C -0.535740 -0.501750 0.479750 0.27 -0.41 0.00
C -0.222640 -1.851244 0.473293 -0.87 0.16 0.02
C -1.224772 -2.787731 0.166180 0.52 0.36 0.02
C -0.896857 -4.254768 0.104280 0.07 -0.01 0.15
C 0.538243 -4.570445 -0.302421 0.26 0.40 -0.20
C 1.012823 -3.927933 -1.626709 -0.24 -0.54 0.02
C -0.063491 -3.681188 -2.686219 0.45 0.57 -0.30
O -0.422493 -2.283940 -2.772451 -0.34 -0.19 0.13
C -2.510295 -2.323551 -0.107401 -0.43 -0.13 -0.22
C -2.797979 -0.974166 -0.074305 0.85 0.01 0.19
O -4.046936 -0.418116 -0.399793 -1.70 -1.12 -0.83
C -5.097293 -0.432586 0.650417 -0.27 0.80 0.42
C -4.647765 -0.767966 2.039995 -0.30 -0.25 0.17
C -1.819199 -0.056040 0.217431 0.00 -0.23 -0.03
C -2.066149 1.393266 0.211728 0.37 0.10 -0.07
O -3.054467 1.889781 0.689729 -0.77 0.27 0.08
H 3.692179 -1.202304 3.311594 -0.13 0.10 0.16
H 5.066689 -0.113943 3.474096 0.08 0.10 0.15
H 5.295067 -1.819169 3.064840 0.21 -0.01 0.16
H 3.568123 -0.773477 1.035118 -0.18 0.16 -0.01
H 5.190651 -1.371567 0.886437 0.02 -0.05 -0.21
H 6.119069 0.831722 1.476669 0.28 -0.01 -0.20
H 5.187941 0.814155 -0.039564 0.33 0.11 -0.11
H 3.524129 1.590783 2.299919 -0.17 -0.24 -0.02
H 4.926913 2.589944 2.112658 -0.04 0.11 0.20
H 3.043537 3.564329 0.886977 -0.18 0.06 0.06
H 4.476127 3.226931 -0.049515 -0.01 0.22 -0.13
H 3.343343 2.045351 -1.547948 0.03 0.03 -0.13
H 2.890345 0.884051 -0.354915 -0.09 -0.17 0.18
H 1.951945 3.986704 -2.117446 0.14 -0.01 0.02
H -0.331176 4.725131 -2.521096 0.07 0.09 -0.12
H -3.151903 4.430883 0.711643 0.09 -0.08 0.14
H -4.685950 4.310509 -0.166413 -0.12 -0.11 0.06
H -3.713497 5.744697 -0.353082 0.13 0.15 -0.08
H -4.671214 2.947568 -2.313649 0.02 -0.01 -0.20
H 0.787226 -2.158793 0.677632 0.18 -0.06 0.08
H -1.061532 -4.669019 1.099669 -0.11 -0.12 0.07
H -1.588299 -4.758729 -0.565999 -0.20 -0.03 0.02
H 0.667471 -5.646174 -0.349105 -0.18 -0.20 -0.03
H 1.218207 -4.246163 0.482258 0.08 -0.04 0.16
H 1.527453 -2.992331 -1.433013 -0.02 0.25 -0.04
H 1.763203 -4.585663 -2.058326 0.14 -0.07 0.01
H -0.973711 -4.245517 -2.513484 -0.13 -0.02 0.11
H 0.303192 -3.977402 -3.665248 0.05 -0.21 -0.08
H 0.149866 -1.889123 -3.434027 0.04 0.09 -0.01
H -3.283782 -3.035686 -0.377204 -0.03 -0.08 0.02
H -5.932045 -1.090133 0.338639 0.21 -0.34 -0.12
H -5.486603 0.585714 0.671439 0.13 0.19 -0.18
H -4.350165 -1.801781 2.166473 0.22 -0.10 -0.06
H -5.511416 -0.611151 2.684320 -0.13 0.01 0.06
H -3.885178 -0.080005 2.382098 0.25 0.06 -0.08
Mg -5.359711 -0.563643 -1.964025 1.33 0.61 0.79
```
Forces are in eV/Å.

**Gap between HOMO and LUMO**: 2.97 eV
**Net charge**: +2
**Multiplicity**: 1

=====

One value per record, in order, for E_tot: -4042.62374, -1966.82375 Ha.